Density functional theory data (ωB97M-V/def2-TZVPD) for C31H38F4N6O5SSn as an isolated structure at a distorted geometry.

Each line ends with the Löwdin charge.
CARTESIAN COORDINATES (ANGSTROEM)
Sn: 0.36 -0.23 0.11  1.515
C: -2.41 -2.81 -0.30  -0.111
N: -2.23 -1.59 0.45  -0.335
C: -2.36 -1.88 1.86  -0.106
C: -3.14 -0.57 -0.02  -0.225
C: -2.99 0.79 0.66  -0.254
N: -1.64 1.08 1.10  -0.097
C: -1.48 2.16 1.83  -0.268
C: -0.22 2.39 2.47  -0.150
F: 0.76 1.47 2.24  -0.018
C: 0.03 3.41 3.34  -0.228
F: 1.24 3.50 3.94  0.051
C: -0.94 4.35 3.67  0.017
C: -2.17 4.19 3.04  -0.230
F: -3.15 5.09 3.34  0.045
C: -2.44 3.17 2.17  -0.152
F: -3.71 3.15 1.66  0.027
H: -3.40 -3.26 -0.10  0.082
H: -1.63 -3.51 -0.02  0.083
H: -2.34 -2.60 -1.37  0.066
H: -3.34 -2.33 2.10  0.083
H: -2.24 -0.96 2.44  0.077
H: -1.56 -2.56 2.13  0.074
H: -4.20 -0.89 0.10  0.119
H: -2.94 -0.46 -1.09  0.073
H: -3.67 0.82 1.53  0.111
H: -3.32 1.55 -0.06  0.098
H: -0.75 5.16 4.35  0.109
C: 3.76 -3.02 0.85  -0.029
C: 2.61 -3.15 -0.16  -0.522
C: 2.94 -4.20 -1.22  -0.019
O: 2.32 -1.90 -0.77  -0.143
C: 1.36 -3.53 0.72  -0.686
O: 1.13 -4.73 0.89  -0.009
O: 0.77 -2.56 1.23  -0.167
H: 4.69 -2.71 0.36  0.076
H: 3.92 -3.97 1.35  0.092
H: 3.48 -2.27 1.60  0.085
H: 4.01 -4.19 -1.45  0.073
H: 2.39 -3.99 -2.13  0.063
H: 2.65 -5.18 -0.85  0.075
H: 3.15 -1.48 -1.03  0.078
O: 3.01 -3.17 -6.87  -0.043
C: 1.71 -3.60 -7.17  -0.285
N: 0.68 -2.77 -6.60  0.076
C: 0.63 -2.76 -5.20  -0.412
O: 1.34 -3.54 -4.57  0.063
C: -0.29 -1.81 -4.58  -0.103
C: -1.22 -1.02 -5.26  -0.010
C: -1.92 -0.05 -4.56  -0.034
C: -1.67 0.11 -3.20  -0.111
N: -0.85 -0.70 -2.53  0.024
C: -0.19 -1.62 -3.19  -0.065
H: 3.08 -3.20 -5.90  0.082
H: 1.55 -4.61 -6.79  0.125
H: 1.62 -3.60 -8.26  0.123
H: 0.50 -1.90 -7.07  0.125
H: -1.40 -1.16 -6.32  0.105
H: -2.64 0.59 -5.05  0.107
H: -2.12 0.91 -2.63  0.091
H: 0.48 -2.24 -2.61  0.116
S: -1.18 3.61 -1.27  0.465
C: -0.49 5.00 -1.74  -1.078
N: -0.04 6.01 -2.09  -0.049
C: 5.89 2.53 0.00  -0.135
N: 4.98 1.69 0.75  -0.257
C: 4.97 0.35 0.22  -0.124
C: 3.62 2.25 0.87  -0.174
C: 2.88 2.40 -0.44  -0.268
C: 3.19 3.51 -1.22  -0.082
C: 2.68 3.67 -2.49  -0.111
C: 1.86 2.68 -2.99  -0.133
C: 1.51 1.61 -2.19  -0.220
C: 1.97 1.42 -0.88  -0.233
H: 6.90 2.13 0.10  0.071
H: 5.88 3.54 0.41  0.077
H: 5.65 2.59 -1.08  0.080
H: 5.98 -0.06 0.27  0.079
H: 4.62 0.30 -0.83  0.085
H: 4.30 -0.25 0.84  0.066
H: 3.73 3.22 1.37  0.118
H: 3.08 1.57 1.53  0.100
H: 3.83 4.29 -0.80  0.100
H: 2.92 4.55 -3.07  0.092
H: 1.45 2.76 -4.00  0.092
H: 0.82 0.89 -2.62  0.040

Frontier orbital gap in eV: 5.13
HOMO level in Eh: -0.06048
Charge: -2
Relative energy (zero: lowest compared OMol25 entry of this formula, charge and spin) in eV: 3.7060
Multiplicity: 1